Entry 1:
Below is a structure of composition C19H20CoN7O2S, with properties calculated with ωB97M-V/def2-TZVPD.

Its net charge is +2. Its largest force on an atom is 1.77 eV Å⁻¹. Its spin multiplicity is 5. The total energy comes out at -82999.6304 eV. As for the expectation value of S²: 6.028. The calculation puts the HOMO energy (spin up / spin down) at -14.031 / -14.030 eV. The calculation puts the lowest unoccupied orbital energy (spin up / spin down) at -6.4 / -9.0 eV. For the frontier orbital gap (spin up / spin down), the calculation gives 7.6 / 5.1 eV.

Each line ends with the Mulliken charge.
Element x y z (Å)
1 C 3.7528 0.1798 -1.5798  -0.794
2 C 4.0692 0.0785 0.7845  -0.861
3 C 0.8552 -0.0145 4.2057  -0.822
4 H 1.7603 0.0426 4.7964  0.430
5 H 1.5043 -6.7219 0.1371  0.287
6 N -1.4511 2.3260 -0.2271  1.039
7 C -1.5262 -0.1125 4.0332  -0.840
8 H 1.6997 0.1301 -2.1734  0.454
9 C -0.8237 4.6434 -0.0390  -0.342
10 H 0.4651 -6.8777 -1.2855  0.290
11 H 4.7105 0.0604 1.6564  0.449
12 C -3.1864 4.0290 -0.2116  -0.196
13 H -2.5104 -0.1188 4.4776  0.446
14 N 0.8655 -4.8893 -0.7064  -0.106
15 C -0.3742 -0.0380 4.8164  -0.388
16 C -1.8303 3.6816 -0.1621  0.586
17 H 4.1332 0.2520 -2.5881  0.440
18 H -0.4481 -0.0060 5.8950  0.440
19 C -3.5234 5.3624 -0.1280  -0.668
20 C 2.6776 0.0345 0.9458  0.714
21 C 4.6069 0.1489 -0.4775  -0.375
22 Co -0.1407 -0.2258 0.0142  0.007
23 H 1.5677 -4.5827 -1.3556  0.203
24 H -1.4425 -6.8027 0.1048  0.297
25 C -2.5282 6.3303 -0.0145  -0.385
26 C 0.9322 -0.0631 2.8056  0.765
27 C -1.3736 -0.1810 2.6734  -0.331
28 N 2.1937 -0.0224 2.2408  -0.041
29 H -0.4189 6.7321 0.1118  0.396
30 O -0.2814 1.9678 0.0866  -0.551
31 N -0.1703 -0.1657 2.0627  0.344
32 C -0.0873 -4.1036 -0.2266  0.370
33 H -4.5627 5.6573 -0.1560  0.406
34 C -1.1818 5.9710 0.0324  -0.617
35 H -3.9433 3.2637 -0.3073  0.479
36 H -2.8039 7.3757 0.0268  0.416
37 H 2.9262 0.0266 2.9287  0.145
38 C 0.6423 -6.3032 -0.3778  -0.423
39 H -1.7516 -4.4261 0.9474  0.195
40 N 1.8667 0.0411 -0.1143  0.292
41 C -0.6103 -6.2389 0.5220  -0.436
42 H 5.6796 0.1748 -0.6114  0.444
43 N -2.3408 1.4465 -0.6434  -0.302
44 N -0.9208 -4.8029 0.5283  -0.084
45 H 0.2103 4.3316 -0.0184  0.436
46 S -0.2707 -2.4609 -0.6497  -0.374
47 H -2.2318 -0.2723 2.0187  0.482
48 H -0.4169 -6.5963 1.5314  0.289
49 C 2.4039 0.1201 -1.3507  -0.297
50 O -1.9056 0.2811 -0.6599  -0.308

=====

Entry 2:
Below is a structure of composition C19H20I2N3O3Pd, with properties calculated with ωB97M-V/def2-TZVPD.

Its net charge is +1. Its largest force on an atom is 0.70 eV Å⁻¹. Its spin multiplicity is 3. The total energy comes out at -50315.8710 eV. As for the expectation value of S²: 2.040. The calculation puts the HOMO energy (spin up / spin down) at -11.265 / -11.420 eV. The calculation puts the lowest unoccupied orbital energy (spin up / spin down) at -3.6 / -5.6 eV. For the frontier orbital gap (spin up / spin down), the calculation gives 7.7 / 5.8 eV.

Each line ends with the Mulliken charge.
Element x y z (Å)
1 C -0.3670 2.2876 4.3584  -0.432
2 H 0.7310 -7.2069 -1.8955  0.317
3 C 2.7817 -6.5536 -1.9604  -0.802
4 H 3.1549 -3.2716 -1.1596  0.422
5 C 0.0552 -1.3266 5.2847  -0.449
6 I -0.1148 0.8094 7.3729  0.192
7 C 0.1138 -1.1220 2.8304  1.232
8 C 1.6318 -4.6193 -2.7931  0.457
9 C -0.4800 3.0135 3.2020  -0.914
10 H 0.0766 -1.9572 6.1623  0.382
11 H 0.0427 0.4459 -2.9148  0.448
12 H 1.9013 -8.4435 -1.4236  0.375
13 O -1.1506 1.7772 -1.1696  -0.494
14 H 1.8642 -4.4508 0.6690  0.141
15 C 2.9278 -4.6182 0.4984  -0.893
16 N 0.2397 -1.2504 -1.7661  -0.395
17 C -0.0485 0.3234 3.0068  -0.049
18 C -0.1450 0.9018 4.2899  1.253
19 H 1.9198 -2.9180 -4.7917  0.497
20 H 3.7224 -6.7369 -1.4417  0.410
21 H -0.7150 2.5883 -1.4523  0.301
22 N -0.1375 1.0601 1.8820  -0.357
23 I 0.1947 -3.9733 3.8507  0.179
24 C 0.4287 -0.5639 -2.8967  -0.193
25 C 0.6568 -2.5206 -1.6976  -0.077
26 H 0.4440 -3.0445 -0.7742  0.505
27 H 3.1615 -5.6488 0.7682  0.342
28 N 2.5202 -5.1130 -1.9021  0.178
29 C 1.2853 -3.1493 -2.7642  0.216
30 H 4.3515 -4.5571 -1.1121  0.329
31 H -0.4597 2.7702 5.3216  0.226
32 O 0.2136 -1.6274 1.6928  -0.584
33 C 0.1212 -1.9053 4.0298  -0.655
34 C 1.6559 -7.3838 -1.3503  -1.043
35 H 1.5051 -7.1351 -0.2995  0.254
36 C 3.2944 -4.3286 -0.9513  -0.722
37 H -0.4143 2.9111 1.0509  0.430
38 H -0.6740 4.0761 3.2264  0.392
39 H -2.0853 1.9781 -1.0540  0.272
40 H 1.1546 -0.5384 -4.9117  0.397
41 Pd -0.0432 -0.1166 0.0272  0.426
42 C -0.0527 0.0428 5.4294  -0.397
43 C 1.4587 -2.4322 -3.9419  -0.357
44 O 1.1093 -5.3018 -3.6598  -0.612
45 H 3.4926 -3.9610 1.1600  0.403
46 H 2.8988 -6.8334 -3.0076  0.400
47 C 1.0321 -1.1194 -4.0090  -0.743
48 C -0.3468 2.3596 1.9771  -0.208

=====

Entry 3:
Below is a structure of composition C19H20MoN2OS4, with properties calculated with ωB97M-V/def2-TZVPD.

Its net charge is +1. Its largest force on an atom is 0.77 eV Å⁻¹. Its spin multiplicity is 2. As for the energy above the lowest of the compared OMol25 structures with the same formula, charge and spin: 114.2 kJ/mol. The total energy comes out at -70244.4609 eV. As for the expectation value of S²: 0.767. The calculation puts the HOMO energy (spin up / spin down) at -11.010 / -11.085 eV. The calculation puts the lowest unoccupied orbital energy (spin up / spin down) at -5.4 / -5.2 eV. For the frontier orbital gap (spin up / spin down), the calculation gives 5.7 / 5.8 eV.

Each line ends with the Mulliken charge.
Element x y z (Å)
1 C -2.7741 -4.8993 -2.1648  -0.521
2 C -1.5328 -5.2981 -0.1436  -0.854
3 C -5.6673 -2.0439 0.9838  -0.310
4 H 1.8034 -4.4281 0.4962  0.306
5 H 0.2311 -0.9866 -3.5007  0.264
6 C -2.2613 -3.6140 -2.2633  -0.755
7 H -3.7435 -1.9011 3.8178  0.421
8 H 3.2703 1.2799 -2.4938  0.394
9 H -4.7011 -5.7552 1.3604  0.436
10 C -0.0923 -3.3992 0.7588  0.722
11 H -3.8333 -4.0857 2.9559  0.337
12 C -2.4108 -5.7413 -1.1197  -0.872
13 C -4.9689 -4.7124 1.2479  -0.563
14 H -1.2582 -5.9501 0.6756  0.328
15 H -6.7957 -2.6615 -0.7266  0.410
16 C -1.3823 -3.1832 -1.2843  1.085
17 C -5.7952 -4.3150 0.2078  -0.519
18 H 1.8610 -1.5807 -3.1087  0.278
19 H -5.9461 -1.0015 0.8801  0.358
20 C -4.8320 -2.4360 2.0240  0.730
21 S -3.4313 -0.0228 2.3474  -0.080
22 C 2.3179 -1.2799 0.9325  0.319
23 C 1.0754 -4.2015 1.2763  -1.678
24 H -3.4637 -5.2525 -2.9201  0.459
25 C -1.0286 -4.0044 -0.2151  0.944
26 S -0.7844 0.2544 1.0435  -0.163
27 H 0.6942 -5.1579 1.6436  0.417
28 H -5.1759 -0.9266 3.5177  0.474
29 S 1.1966 0.3477 -1.7991  0.211
30 H 3.5399 -0.2045 -1.5445  0.278
31 N -1.7629 -2.0465 1.8604  -0.265
32 H -2.5321 -2.9538 -3.0753  0.501
33 Mo 0.4553 -1.3571 0.0161  -0.186
34 H 1.6678 -0.1060 -4.0892  0.416
35 C -6.1430 -2.9773 0.0766  -0.698
36 C -4.3376 -1.4351 3.0340  -1.157
37 C -1.9846 -0.7649 1.7841  0.471
38 H -2.8128 -6.7437 -1.0697  0.456
39 H 1.5642 -3.6929 2.1037  0.429
40 S 3.6897 -1.2569 1.5718  -0.030
41 C 2.9529 0.7081 -1.6242  -0.913
42 H -6.1750 -5.0444 -0.4957  0.438
43 N -0.5053 -2.3357 1.4880  -0.065
44 O -0.8169 -1.9351 -1.3508  -0.556
45 C 1.2517 -0.6930 -3.2731  -0.832
46 H 3.0859 1.3156 -0.7317  0.339
47 C -4.4856 -3.7752 2.1489  -0.203

=====

Entry 4:
Below is a cluster of 2 separate species, C19H20N2 in total, with properties calculated with ωB97M-V/def2-TZVPD.

Its net charge is 0. Its largest force on an atom is 1.04 eV Å⁻¹. Its spin multiplicity is 1. Its SMILES is CCc1c[nH]c2ccccc12.Cc1c[nH]c2ccccc12. As for the energy above the lowest of the compared OMol25 structures with the same formula, charge and spin: 2.7 kJ/mol. The total energy comes out at -23008.1302 eV. The calculation puts the HOMO energy at -7.681 eV. The calculation puts the lowest unoccupied orbital energy at 0.9 eV. For the frontier orbital gap, the calculation gives 8.6 eV.

Each line ends with the Mulliken charge.
Element x y z (Å)
1 H 3.1309 2.8916 2.8052  0.360
2 C 2.3870 2.1134 2.6739  -0.331
3 C -1.0129 0.7967 -3.4371  0.538
4 C -0.5328 -0.8497 2.2564  0.513
5 C 2.0332 -1.6289 -1.9057  -0.475
6 N 0.6483 0.1713 -4.8205  -0.083
7 H -2.4595 -0.4389 3.8300  0.356
8 H -1.9912 2.2954 -2.2625  0.265
9 C -0.5464 0.8455 -4.7140  -0.739
10 C 0.9383 -0.3891 -3.5917  -0.370
11 H -2.1330 -0.1351 0.9963  0.020
12 H 2.8850 -2.1777 -1.5230  0.385
13 H -0.7326 1.8847 1.2999  0.369
14 C 0.3291 0.3001 2.2656  1.228
15 H 2.8658 -1.3130 -3.8783  0.367
16 H -2.8400 1.8124 -3.7154  0.357
17 H -3.6785 0.1083 2.6175  0.333
18 H -2.8888 0.7136 -2.3721  0.317
19 H 0.9731 -1.8588 -0.0573  0.318
20 H -1.0698 1.2708 -5.5607  0.383
21 C -2.2465 1.4349 -2.8769  -1.256
22 C -2.9722 -0.6760 2.9032  -1.277
23 C 0.1828 -1.8607 2.7997  -0.796
24 N 1.4465 -1.4205 3.1362  -0.008
25 C 1.1993 2.5337 2.0466  -0.920
26 H -0.9095 -0.3643 -0.7634  0.102
27 H 1.0307 -0.1401 -5.6949  0.242
28 C -0.0713 -0.0099 -2.7049  0.659
29 H 1.0575 3.5480 1.6968  0.398
30 C 0.9552 -1.3979 -1.0394  -0.480
31 H 3.4753 0.4718 3.6040  0.383
32 H 2.0924 -1.9257 3.7156  0.201
33 C -0.0920 -0.6038 -1.4318  0.263
34 H -0.1715 -2.8584 3.0159  0.420
35 C 2.5861 0.8228 3.0895  -1.007
36 C 1.5482 -0.0843 2.8480  -0.348
37 C 0.1804 1.6261 1.8398  -0.152
38 C 2.0423 -1.1495 -3.1985  -0.810
39 H -3.5777 -1.5723 3.0172  0.291
40 H -2.1200 -1.8881 1.3389  0.433
41 C -1.9410 -0.8987 1.7520  -0.447

=====

Entry 5:
Below is an isolated molecule of C19H20N2O3, with properties calculated with ωB97M-V/def2-TZVPD.

Its net charge is 0. Its largest force on an atom is 0.53 eV Å⁻¹. Its spin multiplicity is 1. Its SMILES is COc1ccccc1C(=O)Nc1ccc(C(=O)N2CCCC2)cc1. As for the energy above the lowest of the compared OMol25 structures with the same formula, charge and spin: 123.6 kJ/mol. The total energy comes out at -29151.0370 eV. The calculation puts the HOMO energy at -8.450 eV. The calculation puts the lowest unoccupied orbital energy at 0.7 eV. For the frontier orbital gap, the calculation gives 9.2 eV.

Each line ends with the Mulliken charge.
Element x y z (Å)
1 C -1.7652 0.6153 0.4869  -0.461
2 H 6.1745 -1.8875 -1.2757  0.394
3 H -0.4868 0.9024 -1.2056  0.548
4 H 4.4505 -2.4120 -5.1385  0.398
5 C 1.8010 -0.4404 -1.8539  0.710
6 H 2.8252 -1.1608 -6.3182  0.388
7 H -4.5431 0.9827 4.6005  0.307
8 C -2.8466 3.3125 4.0543  -0.722
9 H 6.3486 -2.6260 -3.6266  0.378
10 C -1.1774 -1.1827 1.9575  -0.972
11 H -4.7091 3.3032 5.2109  0.331
12 C -4.3563 3.1274 4.1971  -0.534
13 H 2.2802 -2.8166 -5.9179  0.361
14 C -0.0812 -1.4671 1.1710  -0.665
15 N -3.4531 1.3941 2.8667  0.156
16 H -4.8785 3.8085 3.5242  0.293
17 C 3.1504 -1.5299 -3.6694  0.698
18 C 3.0551 -1.1047 -2.3340  0.050
19 C 0.1849 -0.7098 0.0298  0.877
20 C 5.4263 -2.2022 -3.2581  -0.634
21 C -0.6761 0.3296 -0.3136  -0.400
22 C 4.1433 -1.2447 -1.4856  -0.246
23 H -1.5090 2.1854 2.7181  0.392
24 C -4.5699 1.6809 3.7569  -0.656
25 O 1.3159 0.5285 -2.3899  -0.633
26 C -2.5455 2.5199 2.7833  -0.553
27 H 1.0874 -1.5182 -6.1718  0.247
28 H -2.3305 2.8642 4.9041  0.324
29 C 5.3310 -1.7905 -1.9414  -0.789
30 H -2.5512 4.3563 3.9733  0.357
31 H -5.5161 1.5287 3.2315  0.309
32 H 1.8176 -1.8507 -0.3935  0.241
33 H 4.0661 -0.8966 -0.4650  0.496
34 C 2.0762 -1.7494 -5.7795  -0.934
35 H -1.3935 -1.7783 2.8315  0.439
36 H -2.4369 1.4090 0.1971  0.428
37 N 1.3100 -1.0413 -0.7255  -0.170
38 C -3.2180 0.1168 2.4951  0.173
39 C 4.3484 -2.0792 -4.1178  -0.597
40 H 0.5741 -2.2864 1.4338  0.332
41 H -2.7736 3.1294 1.9000  0.215
42 C -2.0211 -0.1237 1.6366  0.178
43 O 2.0297 -1.4044 -4.4165  -0.383
44 O -3.9574 -0.7917 2.8379  -0.666